<one>
This record from the Open Molecules 2025 dataset describes the ion C5H8NO with charge +1. The level of theory is wB97M-V/def2-TZVPD.

Each line ends with the natural charge from an NBO analysis.
Element x y z (Å)
C -1.43 -0.07 -0.92  -0.066
C -3.11 0.58 -2.74  0.095
C -0.74 0.06 0.26  0.543
C 2.06 -0.28 0.96  -0.635
C 0.93 0.07 1.93  -0.056
N -2.23 0.61 -1.80  -0.377
O -0.31 -0.50 1.29  -0.366
H -0.72 -0.69 -1.45  0.289
H -3.20 1.48 -3.37  0.219
H -3.80 -0.23 -2.88  0.198
H 2.81 0.42 1.26  0.256
H 2.30 -1.30 1.21  0.237
H 1.68 -0.32 -0.07  0.220
H 0.65 0.98 2.37  0.224
H 0.93 -0.67 2.77  0.220

The net charge is +1. Its HOMO energy is -13.60 eV. For the LUMO energy, the calculation gives -5.0 eV. The value obtained for the gap between HOMO and LUMO is 8.555 eV.


<two>
This record from the Open Molecules 2025 dataset describes a structure of composition C5H8NO. The level of theory is wB97M-V/def2-TZVPD.

Each line ends with the natural charge from an NBO analysis.
Element x y z (Å)
C -0.17 1.66 0.00  -0.100
C -0.71 0.31 -0.36  -0.372
C -2.15 -0.27 0.21  0.460
C 1.03 1.24 0.42  -0.227
C 0.59 -0.17 0.33  -0.083
N 1.40 -1.26 -0.38  -0.688
O -2.90 -1.04 -0.29  -0.438
H -0.66 2.74 -0.14  0.265
H -0.78 0.08 -1.36  0.221
H -2.19 -0.01 1.19  0.105
H 1.94 1.74 0.79  0.256
H 0.25 -0.59 1.32  0.230
H 1.11 -2.14 -0.03  0.451
H 2.36 -0.97 -0.39  0.463
H 0.89 -1.32 -1.31  0.458

The net charge is +1. Its HOMO energy is -13.64 eV. For the LUMO energy, the calculation gives -4.0 eV. The value obtained for the gap between HOMO and LUMO is 9.631 eV.


<three>
This record from the Open Molecules 2025 dataset describes the ion C5H8NO with charge +1. The level of theory is wB97M-V/def2-TZVPD.

Each line ends with the natural charge from an NBO analysis.
Element x y z (Å)
C 1.35 -0.80 0.89  -0.194
C 2.48 0.29 -0.83  0.027
C 0.24 -1.24 0.47  0.684
C -1.69 0.88 0.43  -0.690
C -1.72 -0.38 -0.49  -0.064
N 2.01 0.24 0.33  -0.363
O -0.76 -1.48 -0.16  -0.325
H 1.80 -0.96 1.92  0.311
H 2.86 1.22 -1.04  0.200
H 2.59 -0.48 -1.61  0.190
H -1.80 0.63 1.56  0.253
H -0.70 1.53 0.23  0.242
H -2.62 1.51 0.08  0.281
H -1.39 -0.12 -1.43  0.220
H -2.65 -0.82 -0.34  0.228

The net charge is +1. Its HOMO energy is -14.36 eV. For the LUMO energy, the calculation gives -5.7 eV. The value obtained for the gap between HOMO and LUMO is 8.706 eV.


<four>
This record from the Open Molecules 2025 dataset describes the ion C5H8NO with charge +1. The level of theory is wB97M-V/def2-TZVPD.

Each line ends with the natural charge from an NBO analysis.
Element x y z (Å)
C -1.35 0.98 0.33  -0.387
C 0.11 1.25 0.38  -0.292
C -0.53 0.34 -0.78  -0.079
C 1.12 0.61 1.20  0.193
C 0.93 -1.67 0.01  0.115
N -0.22 -1.19 -0.83  -0.563
O 1.42 -0.68 0.88  -0.380
H -1.77 0.36 1.09  0.253
H -1.92 1.89 0.04  0.269
H 0.31 2.19 0.14  0.250
H -0.25 0.74 -1.81  0.265
H 1.54 0.86 2.13  0.225
H 1.51 -2.50 -0.35  0.228
H -0.99 -1.85 -0.64  0.452
H 0.09 -1.33 -1.81  0.450

The net charge is +1. Its HOMO energy (spin up / spin down) is -12.10 / -12.90 eV. For the LUMO energy (spin up / spin down), the calculation gives -4.3 / -3.8 eV. The value obtained for the gap between HOMO and LUMO (spin up / spin down) is 7.840 / 9.049 eV.


<two> wins, 40.2 kcal/mol ahead of the next structure.


<one>
This record from the Open Molecules 2025 dataset describes the ion C5H8NO with charge +1. The level of theory is wB97M-V/def2-TZVPD.

Each line ends with the natural charge from an NBO analysis.
Element x y z (Å)
C 1.17 -0.41 0.75  -0.126
C 3.14 0.12 -0.55  0.071
C 0.16 -1.12 0.28  0.615
C -1.83 0.88 0.26  -0.668
C -2.00 -0.44 -0.45  -0.080
N 2.10 0.31 0.12  -0.387
O -0.93 -1.40 -0.17  -0.323
H 1.30 -0.43 1.84  0.298
H 3.66 1.00 -0.92  0.212
H 3.56 -0.86 -0.79  0.188
H -1.82 0.74 1.34  0.232
H -0.93 1.40 -0.05  0.230
H -2.68 1.52 0.02  0.272
H -2.00 -0.34 -1.54  0.230
H -2.91 -0.97 -0.14  0.234

The net charge is +1. Its HOMO energy is -13.89 eV. For the LUMO energy, the calculation gives -5.0 eV. The value obtained for the gap between HOMO and LUMO is 8.862 eV.


<two>
This record from the Open Molecules 2025 dataset describes a cluster of 2 separate species, C5H8NO in total. The level of theory is wB97M-V/def2-TZVPD.

Each line ends with the natural charge from an NBO analysis.
Element x y z (Å)
C -2.15 -1.08 -0.42  -0.119
C -0.98 -0.54 -0.05  -0.207
C -2.21 0.24 0.09  0.537
C 1.39 1.16 -0.60  -0.439
C 0.38 -0.86 0.11  -0.090
N 1.16 0.26 0.55  -0.532
O -2.64 1.33 0.39  -0.507
H -2.76 -1.99 -0.74  0.276
H 2.24 0.71 -1.11  0.238
H 0.46 1.18 -1.25  0.255
H 1.63 2.20 -0.22  0.261
H 0.74 -1.54 -0.64  0.259
H 0.37 -2.12 1.72  0.159
H 1.95 0.29 1.14  0.459
H 0.42 0.76 1.05  0.450

The net charge is +1. Its HOMO energy (spin up / spin down) is -13.46 / -13.44 eV. For the LUMO energy (spin up / spin down), the calculation gives -5.6 / -6.2 eV. The value obtained for the gap between HOMO and LUMO (spin up / spin down) is 7.907 / 7.198 eV.


<one> wins, 69.4 kcal/mol ahead of the next structure.


<one>
This record from the Open Molecules 2025 dataset describes the molecule C5H7NOS. The level of theory is wB97M-V/def2-TZVPD.

Each line ends with the natural charge from an NBO analysis.
Element x y z (Å)
C 1.60 -0.81 -0.70  -0.596
C 0.47 -0.48 0.19  -0.261
C 0.61 0.65 1.22  -0.431
C -0.09 0.85 -0.10  0.081
C -2.36 0.17 -0.23  0.376
H 1.25 -1.26 -1.64  0.227
H 2.25 -1.50 -0.23  0.215
H 2.16 0.13 -1.01  0.209
H 1.57 1.16 1.42  0.226
H -0.09 0.67 2.00  0.231
H 0.40 1.51 -0.84  0.202
H -3.33 0.62 -0.39  0.179
N -2.25 -1.10 -0.04  -0.618
O -1.44 1.14 -0.09  -0.482
S -0.75 -1.77 0.45  0.442

Its HOMO energy is -8.48 eV. For the LUMO energy, the calculation gives 0.8 eV. The value obtained for the gap between HOMO and LUMO is 9.324 eV. The SMILES is C[C@@]12C[C@@H]1OC=NS2.


<two>
This record from the Open Molecules 2025 dataset describes the molecule C5H7NOS. The level of theory is wB97M-V/def2-TZVPD.

Each line ends with the natural charge from an NBO analysis.
Element x y z (Å)
C 0.46 -0.53 0.02  0.297
C -0.39 0.46 -0.39  -0.272
C -1.11 0.96 0.77  -0.064
C 0.41 -0.57 1.53  -0.116
C -0.64 0.73 -1.80  -0.223
H 1.41 -1.10 -1.68  0.440
H 1.93 -1.89 -0.12  0.399
H -0.91 2.03 0.96  0.170
H -2.20 0.91 0.60  0.182
H 0.35 -1.59 1.95  0.199
H 1.29 -0.06 1.99  0.191
H -1.34 1.55 -1.93  0.195
N 1.35 -1.24 -0.64  -0.753
O -0.79 0.16 1.89  -0.507
S 0.18 0.19 -3.16  -0.141

Its HOMO energy is -8.17 eV. For the LUMO energy, the calculation gives -0.2 eV. The value obtained for the gap between HOMO and LUMO is 7.955 eV. The SMILES is NC1=C(C=S)COC1.


<two> wins, 17.3 kcal/mol ahead of the next structure.


<one>
This record from the Open Molecules 2025 dataset describes the ion C5H9N2S with charge +1. The level of theory is wB97M-V/def2-TZVPD.

Each line ends with the natural charge from an NBO analysis.
Element x y z (Å)
C -0.56 -1.86 -1.25  0.074
C -0.84 -1.70 0.24  -0.226
C -0.34 0.53 -1.60  -0.099
C -0.44 -0.34 0.85  -0.116
C 1.01 -0.29 1.31  -0.619
N -0.23 -0.78 -1.95  -0.359
N -0.77 0.75 -0.12  -0.535
S -1.31 -2.99 1.13  0.259
H -0.54 -2.79 -1.69  0.232
H 0.71 1.06 -1.92  0.265
H -1.09 0.81 -2.27  0.256
H -1.13 -0.18 1.82  0.266
H 1.67 -0.26 0.49  0.224
H 1.28 -1.16 1.81  0.260
H 1.12 0.59 1.92  0.234
H -0.48 1.63 0.13  0.432
H -1.88 0.87 -0.06  0.453

The net charge is +1. Its HOMO energy is -13.12 eV. For the LUMO energy, the calculation gives -5.3 eV. The value obtained for the gap between HOMO and LUMO is 7.779 eV. The SMILES is C[C@H]1[NH2+]CN=CC1=S.


<two>
This record from the Open Molecules 2025 dataset describes a cluster of 2 separate species, C5H9N2S in total. The level of theory is wB97M-V/def2-TZVPD.

Each line ends with the natural charge from an NBO analysis.
Element x y z (Å)
C 1.01 1.49 0.76  0.029
C -1.36 -1.37 0.01  -0.219
C -2.05 -0.26 0.85  -0.540
C 2.89 0.21 -0.31  -0.152
C -0.55 0.77 -0.78  -0.071
N 2.05 0.92 0.33  -0.280
N -0.41 -0.56 -0.83  -0.554
S -1.93 1.36 -0.04  0.415
H 0.87 2.28 1.55  0.246
H -0.84 -2.14 0.75  0.237
H -1.90 -1.94 -0.64  0.218
H -3.03 -0.65 1.01  0.264
H -1.57 -0.04 1.84  0.244
H 3.35 0.47 -1.22  0.216
H 3.22 -0.77 -0.06  0.221
H 0.11 1.24 -1.66  0.292
H 0.14 -1.03 -1.57  0.434

The net charge is +1. Its HOMO energy is -12.42 eV. For the LUMO energy, the calculation gives -3.9 eV. The value obtained for the gap between HOMO and LUMO is 8.495 eV.


<three>
This record from the Open Molecules 2025 dataset describes a cluster of 2 separate species, C5H9N2S in total. The level of theory is wB97M-V/def2-TZVPD.

Each line ends with the natural charge from an NBO analysis.
Element x y z (Å)
C 3.02 0.86 -0.02  -0.033
C 1.65 0.86 -0.01  -0.077
C 2.26 -1.27 -0.07  0.252
C -3.62 -0.48 0.22  -0.408
C -3.53 0.61 -0.53  -0.368
N 3.41 -0.50 -0.07  -0.460
N 1.22 -0.48 0.02  -0.419
S -0.56 -0.75 -0.04  0.262
H 3.67 1.72 0.07  0.268
H 1.07 1.80 0.19  0.271
H 2.19 -2.33 0.15  0.264
H -3.83 -0.41 1.39  0.207
H -3.55 -1.45 -0.08  0.198
H -0.90 0.42 0.74  0.190
H -3.61 1.60 -0.16  0.205
H -3.22 0.54 -1.60  0.204
H 4.33 -0.73 -0.19  0.443

The net charge is +1. Its HOMO energy is -13.43 eV. For the LUMO energy, the calculation gives -3.7 eV. The value obtained for the gap between HOMO and LUMO is 9.769 eV.


<three> wins, 10.2 kcal/mol ahead of the next structure.


<one>
This record from the Open Molecules 2025 dataset describes the molecule C6H11P. The level of theory is wB97M-V/def2-TZVPD.

Each line ends with the natural charge from an NBO analysis.
Element x y z (Å)
C -1.15 0.49 -1.20  -0.438
C -0.46 0.78 1.47  -0.468
C 0.37 0.05 -1.13  -0.243
C -0.89 -0.57 1.66  -0.450
C -0.39 0.55 -0.01  0.074
C 1.63 0.89 -1.48  -0.608
P 0.41 -1.88 1.67  0.287
H -1.47 1.40 -1.72  0.212
H -1.76 -0.34 -1.40  0.217
H -1.33 1.48 1.67  0.225
H 0.47 0.90 2.06  0.231
H 0.47 -1.01 -1.44  0.225
H -1.85 -0.85 1.49  0.197
H 1.59 1.95 -1.07  0.206
H 2.11 0.94 -2.40  0.214
H 2.31 0.52 -0.81  0.213
H 0.22 -2.46 0.41  -0.050
H -0.28 -2.83 2.23  -0.046

Its HOMO energy is -7.71 eV. For the LUMO energy, the calculation gives 0.7 eV. The value obtained for the gap between HOMO and LUMO is 8.426 eV.


<two>
This record from the Open Molecules 2025 dataset describes the molecule C6H11P. The level of theory is wB97M-V/def2-TZVPD.

Each line ends with the natural charge from an NBO analysis.
Element x y z (Å)
C -2.32 -0.38 0.44  -0.148
C -3.56 -0.65 -0.05  -0.423
C -1.16 0.39 -0.18  -0.450
C 0.18 -0.38 -0.12  -0.398
C 1.29 0.47 0.49  -0.734
C 3.74 0.39 -0.49  -0.873
P 2.79 -0.55 0.47  0.724
H -4.13 -1.42 0.36  0.196
H -4.03 -0.28 -0.98  0.201
H -1.36 0.72 -1.16  0.212
H -1.11 1.22 0.56  0.213
H -0.02 -1.34 0.53  0.193
H 0.48 -0.90 -0.99  0.218
H 1.29 1.34 -0.12  0.219
H 1.25 0.77 1.49  0.223
H -1.74 -0.87 1.30  0.192
H 3.57 1.41 -0.93  0.219
H 4.83 0.08 -0.60  0.216

Its HOMO energy is -9.45 eV. For the LUMO energy, the calculation gives 0.5 eV. The value obtained for the gap between HOMO and LUMO is 9.972 eV. The SMILES is C=CCCCP=C.


<two> wins, 53.4 kcal/mol ahead of the next structure.